Entry from the OMol25 dataset: the ion C3H4NOS with charge -1 (wB97M-V/def2-TZVPD).

Geometry as XYZ:
```
10
C3H4NOS wB97M-V/def2-TZVPD
C -0.5387 -0.2288 -0.4149
N 0.8403 -0.6161 -0.5309
C 1.7647 -0.2828 0.3189
C 3.2449 -0.4941 0.1376
O 3.8371 -1.5426 0.0230
S 3.9803 1.0208 -0.1027
H -1.2236 -0.6478 -1.1951
H -0.7014 0.8489 -0.3977
H -0.8426 -0.4602 0.5582
H 1.6612 0.5388 1.1418
```

The SMILES is C/N=C/C([O-])=S. For the energy, the calculation gives -644.9098 Eh. The total charge is -1. The energy above the lowest of the compared OMol25 structures with the same formula, charge and spin is 0.641 eV. The maximum force comes out at 2.7 eV/Å.

---

Entry from the OMol25 dataset: a cluster of 2 separate species, H4N2O2Si in total (wB97M-V/def2-TZVPD).

Geometry as XYZ:
```
9
H4N2O2Si wB97M-V/def2-TZVPD
O -3.2548 -2.1588 3.8527
N -3.2828 -1.9439 2.6753
Si -2.9111 -0.6662 1.6638
O -2.2786 0.6128 2.0952
H -3.1381 -1.0952 0.2748
N -0.4581 0.6119 -2.1746
H -0.1250 1.5374 -2.1825
H -0.6849 0.2597 -1.3485
H 0.0743 -0.0101 -2.7036
```

The SMILES is O=N[SiH]=O.N. For the energy, the calculation gives -551.7675 Eh. The total charge is 0. The energy above the lowest of the compared OMol25 structures with the same formula, charge and spin is 1.308 eV. The maximum force comes out at 4.7 eV/Å.

---

Entry from the OMol25 dataset: a structure of composition C22H15N4O4Rb (wB97M-V/def2-TZVPD).

Geometry as XYZ:
```
46
C22H15N4O4Rb wB97M-V/def2-TZVPD
Rb -0.1730 0.8601 -0.1024
C 2.6161 -3.0800 -0.0736
C 2.3087 -3.9550 -1.0996
C 1.1434 -3.7692 -1.8274
C 0.3090 -2.7092 -1.5055
N 0.6063 -1.8627 -0.5198
C 1.7273 -2.0469 0.1719
C -0.9677 -2.4345 -2.2615
C -1.4928 -3.3550 -3.1585
C -2.6495 -3.0272 -3.8400
C -3.2548 -1.8073 -3.6028
C -2.6830 -0.9518 -2.6699
N -1.5604 -1.2655 -2.0231
C -3.3057 0.3828 -2.3304
C -4.5131 0.7973 -2.8741
C -5.0253 2.0353 -2.5167
C -4.3291 2.8282 -1.6231
C -3.1376 2.3312 -1.1244
N -2.6363 1.1473 -1.4672
H 3.5175 -3.1848 0.5165
H 2.9731 -4.7748 -1.3416
H 0.9088 -4.4377 -2.6451
H 1.9264 -1.3296 0.9641
H -1.0215 -4.3132 -3.3208
H -3.0800 -3.7209 -4.5512
H -4.1547 -1.5404 -4.1377
H -5.0621 0.1720 -3.5640
H -5.9657 2.3726 -2.9338
H -4.6953 3.7998 -1.3156
H -2.5548 2.9097 -0.4111
O 2.0595 1.8689 0.0071
C 2.8345 1.8638 0.9586
C 2.5169 1.9132 2.3738
C 3.6117 2.0896 3.2256
C 3.4325 2.2617 4.5689
C 2.1329 2.2907 5.1196
C 1.0459 2.1048 4.3227
C 1.1648 1.8546 2.9068
O 0.1580 1.5929 2.1996
N 4.5869 2.4388 5.4452
O 4.3681 2.7342 6.6091
O 5.7037 2.4147 4.9550
H 3.9214 1.8395 0.7556
H 4.6199 2.1011 2.8233
H 2.0254 2.4551 6.1835
H 0.0435 2.1059 4.7341
```

For the energy, the calculation gives -1391.3877 Eh. The total charge is 0. The energy above the lowest of the compared OMol25 structures with the same formula, charge and spin is 0.082 eV. The maximum force comes out at 1.9 eV/Å.

---

Entry from the OMol25 dataset: a cluster of 6 separate species, C47H105N5O in total (wB97M-V/def2-TZVPD).

Geometry as XYZ:
```
158
C47H105N5O wB97M-V/def2-TZVPD
C -0.0533 -1.1673 -2.1817
C -0.6043 -1.4324 -0.7432
O -1.6252 -0.5016 -0.3070
H -0.8983 -1.4172 -2.8234
H 0.8244 -1.7543 -2.4523
H 0.1786 -0.1096 -2.3066
H 0.2435 -1.2934 -0.0723
H -0.8195 -2.4974 -0.6567
C -6.0664 -3.5677 -1.7168
C -7.1554 -2.8205 -0.9910
C -6.3535 -2.1677 0.0920
N -7.3280 -1.2839 0.9922
C -6.3408 -0.7865 2.1249
C -7.0453 0.0151 3.1552
C -8.0347 -0.9708 3.8825
C -9.1005 -1.4454 2.9011
C -8.4778 -2.1008 1.6124
C -7.9144 -0.1848 0.1035
H -6.4835 -3.9381 -2.6533
H -5.8431 -4.4499 -1.1168
H -5.1845 -2.9641 -1.9309
H -7.9382 -3.5359 -0.7389
H -7.7382 -2.2881 -1.7427
H -5.6172 -1.4463 -0.2624
H -5.7381 -2.8410 0.6886
H -5.9318 -1.6900 2.5771
H -5.5431 -0.1332 1.7713
H -6.4572 0.5865 3.8733
H -7.5640 0.8303 2.6507
H -7.4835 -1.7929 4.3392
H -8.5476 -0.4484 4.6900
H -9.6446 -2.2761 3.3508
H -9.8987 -0.7361 2.6823
H -8.1553 -3.1342 1.7402
H -9.2120 -2.2558 0.8218
H -7.1881 0.5244 -0.2936
H -8.5307 0.4396 0.7504
H -8.6684 -0.6456 -0.5346
C 4.0845 6.7658 -6.3039
C 3.9914 5.7265 -5.1789
C 4.2796 6.2935 -3.7596
N 4.5923 5.2024 -2.6640
C 4.7171 5.8771 -1.2782
C 4.4845 4.9247 -0.0649
C 3.1709 4.2526 -0.2430
C 3.1639 3.4201 -1.5752
C 3.3072 4.2739 -2.7838
C 5.9159 4.3584 -2.9940
H 5.1411 6.9893 -6.1559
H 3.5601 7.6877 -6.0525
H 3.9512 6.3188 -7.2890
H 4.6774 4.9091 -5.4010
H 3.0200 5.2327 -5.2028
H 3.4554 6.8931 -3.3732
H 5.2001 6.8771 -3.7538
H 3.8909 6.5727 -1.1315
H 5.6229 6.4759 -1.1831
H 4.6995 5.3850 0.8994
H 5.2198 4.1221 -0.0073
H 2.3780 4.9990 -0.2926
H 3.0317 3.5912 0.6122
H 2.1666 2.9801 -1.5825
H 3.8559 2.5909 -1.7227
H 2.5126 5.0036 -2.9390
H 3.3836 3.6379 -3.6657
H 6.6667 5.1472 -3.0405
H 5.8842 3.8548 -3.9601
H 6.2009 3.6881 -2.1831
C -2.5820 -0.1589 -6.0175
C -3.5128 0.9426 -5.5245
C -2.7986 2.2035 -4.9767
N -3.7611 3.2897 -4.3557
C -4.2687 2.6847 -3.0224
C -4.9580 3.7846 -2.1124
C -4.0981 5.1156 -1.8929
C -3.5942 5.6072 -3.1876
C -2.8198 4.5596 -4.0499
C -4.8744 3.6744 -5.2984
H -2.6157 -1.0485 -5.3885
H -1.5758 0.2114 -6.2135
H -2.9334 -0.6262 -6.9374
H -4.1495 0.5177 -4.7485
H -4.2277 1.1772 -6.3131
H -2.2886 2.7060 -5.7987
H -2.2001 1.8442 -4.1396
H -3.4068 2.2054 -2.5582
H -4.9370 1.8733 -3.3108
H -4.9795 3.2882 -1.1422
H -5.9824 3.9233 -2.4580
H -3.2560 4.9163 -1.2301
H -4.7218 5.8488 -1.3815
H -2.9664 6.4500 -2.8983
H -4.4174 6.0598 -3.7404
H -1.8249 4.2386 -3.7414
H -2.6676 4.9438 -5.0585
H -5.3737 4.5670 -4.9216
H -5.6260 2.8876 -5.2327
H -4.4159 3.7119 -6.2865
C 2.7746 -5.4804 0.0815
C 3.9301 -5.3322 -0.8667
C 5.0041 -4.4694 -0.1553
N 6.2854 -4.2182 -1.0255
C 7.0056 -5.6628 -1.1470
C 8.3558 -5.4858 -1.8763
C 9.3185 -4.4176 -1.2338
C 8.5844 -3.0756 -0.9502
C 7.2296 -3.2199 -0.2434
C 5.9156 -3.8358 -2.4858
H 2.3397 -4.5422 0.4261
H 3.0760 -5.9724 1.0063
H 2.0276 -6.1364 -0.3654
H 3.5470 -4.8583 -1.7705
H 4.3920 -6.3173 -0.9318
H 5.3503 -5.0592 0.6935
H 4.6807 -3.5897 0.4010
H 7.0902 -5.9453 -0.0976
H 6.4007 -6.3355 -1.7549
H 8.8358 -6.4643 -1.8911
H 8.2165 -5.3064 -2.9424
H 9.6810 -4.9366 -0.3465
H 10.2237 -4.1656 -1.7862
H 9.3481 -2.4230 -0.5272
H 8.4366 -2.4614 -1.8385
H 7.3127 -3.7315 0.7155
H 6.8710 -2.1924 -0.1810
H 5.4677 -4.7440 -2.8891
H 6.8585 -3.7718 -3.0289
H 5.3256 -2.9262 -2.5984
C 2.7657 -4.0393 9.4339
C 1.5732 -3.2095 9.0109
C 1.5918 -2.8000 7.5390
N 0.8144 -1.4985 7.2019
C -0.6728 -1.8163 7.3737
C -1.6380 -0.7867 6.6934
C -1.1956 -0.6365 5.1802
C 0.2204 -0.1899 5.0311
C 1.2037 -1.1618 5.7317
C 1.1839 -0.2349 7.9819
H 2.6532 -4.0881 10.5170
H 3.7598 -3.6647 9.1898
H 2.6410 -5.1037 9.2350
H 1.3983 -2.4079 9.7286
H 0.7402 -3.8709 9.2489
H 1.1136 -3.5101 6.8643
H 2.5620 -2.5728 7.0972
H -0.9463 -2.8070 7.0105
H -1.0102 -1.6805 8.4013
H -2.6644 -1.1152 6.8570
H -1.5008 0.2037 7.1274
H -1.3276 -1.5290 4.5686
H -1.8578 0.0483 4.6504
H 0.5260 -0.2905 3.9896
H 0.3871 0.8485 5.3174
H 1.1854 -2.1026 5.1815
H 2.2411 -0.8295 5.7717
H 0.7814 -0.3995 8.9814
H 0.8680 0.7069 7.5330
H 2.2652 -0.1535 8.0931
```

For the energy, the calculation gives -2201.3243 Eh. The total charge is +4. The energy above the lowest of the compared OMol25 structures with the same formula, charge and spin is 0.270 eV. The maximum force comes out at 3.1 eV/Å.